{"formula": "C46H50N10", "method": "ωB97M-V with the def2-TZVPD basis set", "energy_ha": -2330.2414, "charge": -1, "lumo_energy_ev": [2.20, 2.20], "s_squared": 0.7615, "multiplicity": 2, "relative_energy_kj_mol": 0.00, "species": ["N", "C", "C", "C", "C", "H", "H", "H", "H", "H", "N", "C", "C", "C", "C", "H", "H", "H", "H", "H", "N", "C", "C", "C", "C", "H", "H", "H", "H", "H", "N", "C", "C", "C", "C", "H", "H", "H", "H", "H", "N", "C", "C", "C", "C", "C", "H", "H", "H", "H", "H", "N", "C", "C", "C", "C", "C", "H", "H", "H", "H", "H", "N", "C", "C", "C", "C", "C", "H", "H", "H", "H", "H", "N", "C", "C", "C", "C", "C", "H", "H", "H", "H", "H", "N", "C", "C", "C", "C", "C", "H", "H", "H", "H", "H", "N", "C", "C", "C", "C", "C", "H", "H", "H", "H", "H"], "xyz": [[-4.246, 2.853, -0.056], [-5.199, 2.860, 0.949], [-5.049, 1.819, 1.855], [-3.956, 1.065, 1.297], [-3.622, 1.638, 0.084], [-4.102, 3.511, -0.809], [-5.883, 3.695, 0.979], [-5.555, 1.739, 2.806], [-3.444, 0.200, 1.693], [-2.958, 1.273, -0.686], [1.758, 0.262, -0.294], [0.900, -0.160, -1.345], [-0.362, -0.010, -0.940], [-0.362, 0.718, 0.296], [0.969, 0.743, 0.694], [2.761, 0.166, -0.369], [1.319, -0.723, -2.166], [-1.240, -0.363, -1.459], [-1.154, 0.891, 1.010], [1.410, 1.055, 1.629], [-2.110, 1.831, 6.556], [-1.907, 0.677, 5.838], [-1.953, 0.991, 4.471], [-2.233, 2.335, 4.280], [-2.314, 2.860, 5.610], [-1.926, 1.945, 7.543], [-1.649, -0.227, 6.369], [-1.854, 0.319, 3.632], [-2.338, 2.898, 3.364], [-2.429, 3.882, 5.940], [3.929, 5.702, -0.963], [4.092, 4.350, -0.795], [3.292, 4.012, 0.306], [2.631, 5.145, 0.783], [3.035, 6.199, -0.048], [4.507, 6.270, -1.566], [4.768, 3.781, -1.416], [3.217, 3.019, 0.723], [1.934, 5.211, 1.605], [2.740, 7.234, 0.045], [-1.061, 7.096, 0.764], [-0.851, 7.359, 2.090], [-0.552, 6.387, 3.024], [-0.526, 5.050, 2.567], [-0.715, 4.729, 1.237], [-0.892, 5.813, 0.366], [-1.050, 8.399, 2.302], [-0.396, 6.749, 4.030], [-0.349, 4.272, 3.295], [-0.530, 3.710, 0.929], [-0.878, 5.553, -0.682], [2.304, -2.689, -4.116], [3.035, -2.591, -5.253], [2.691, -3.322, -6.391], [1.505, -4.021, -6.365], [0.745, -4.082, -5.189], [1.223, -3.404, -4.129], [3.880, -1.920, -5.217], [3.235, -3.179, -7.313], [1.160, -4.573, -7.226], [-0.130, -4.707, -5.098], [0.659, -3.431, -3.208], [-3.522, -4.121, 3.006], [-3.055, -3.684, 4.174], [-1.990, -2.671, 4.206], [-1.479, -2.162, 3.015], [-2.067, -2.611, 1.811], [-3.016, -3.607, 1.824], [-3.457, -4.033, 5.114], [-1.646, -2.324, 5.169], [-0.703, -1.415, 2.939], [-1.762, -2.182, 0.868], [-3.529, -3.936, 0.933], [-1.947, -2.643, -3.245], [-2.602, -2.858, -2.126], [-3.558, -2.008, -1.649], [-3.836, -0.867, -2.333], [-3.149, -0.547, -3.551], [-2.192, -1.520, -3.920], [-2.410, -3.787, -1.610], [-4.107, -2.256, -0.753], [-4.554, -0.117, -2.034], [-3.330, 0.355, -4.116], [-1.550, -1.350, -4.772], [4.719, -0.666, -1.177], [5.873, 0.072, -1.301], [6.991, -0.291, -2.057], [6.955, -1.511, -2.700], [5.749, -2.248, -2.649], [4.697, -1.835, -1.864], [5.817, 1.079, -0.915], [7.890, 0.302, -2.146], [7.755, -1.866, -3.333], [5.625, -3.199, -3.145], [3.944, -2.594, -1.714], [0.742, -5.054, 1.822], [0.806, -3.906, 1.035], [0.669, -3.918, -0.378], [0.338, -5.080, -0.974], [0.152, -6.232, -0.191], [0.357, -6.170, 1.179], [1.370, -3.127, 1.526], [0.766, -3.041, -1.001], [0.200, -5.086, -2.045], [-0.214, -7.140, -0.646], [0.340, -7.005, 1.863]], "forces_ev_per_angstrom": [[-1.20, -1.94, 0.81], [-0.47, 1.55, 0.67], [1.21, 0.95, -1.70], [-0.39, -0.04, -0.65], [1.26, 0.02, 0.41], [-0.38, -0.27, 0.25], [0.00, 0.01, 0.21], [0.01, -0.20, -0.22], [-0.33, -0.19, -0.01], [0.27, 0.16, 0.28], [-1.47, -0.50, -1.86], [2.60, -0.68, 0.88], [-1.90, 1.11, 0.25], [1.27, -1.26, 0.95], [-0.12, 0.64, 0.12], [0.08, -0.02, 0.31], [-0.03, 0.17, -0.10], [0.07, 0.13, -0.13], [-0.19, 0.13, -0.36], [-0.10, 0.16, -0.02], [-0.15, 0.93, -2.48], [0.42, 0.35, -0.71], [-0.05, -1.62, 0.35], [-0.10, 1.48, 3.57], [0.34, -0.46, -0.61], [-0.23, 0.05, -0.36], [-0.15, -0.05, -0.30], [0.05, -0.30, 0.40], [-0.11, -0.15, 0.11], [-0.12, -0.09, 0.03], [-0.07, 0.36, -0.12], [-0.78, 0.29, 1.44], [0.96, -1.13, -0.88], [0.44, 1.37, -1.08], [-0.27, -0.74, 1.13], [-0.36, -0.14, 0.04], [-0.16, 0.03, 0.12], [-0.06, -0.01, -0.13], [0.15, 0.01, -0.17], [0.25, -0.02, -0.37], [0.83, -1.24, 0.37], [-0.87, -0.48, -1.91], [-0.32, -0.08, -0.99], [-0.01, 0.61, 1.22], [0.63, 1.20, 0.55], [-0.22, 0.03, 0.71], [0.31, 0.10, 0.51], [0.09, -0.60, 0.25], [0.09, -0.17, 0.03], [-0.33, -0.06, -0.38], [-0.30, 0.57, -0.35], [2.42, 1.68, -0.89], [-1.04, -0.81, 0.72], [0.05, 1.28, 0.13], [-0.87, -0.90, 0.48], [0.34, -0.99, -2.31], [-1.16, -0.09, 2.08], [0.20, -0.04, -0.02], [0.20, -0.21, -0.03], [0.07, 0.01, -0.22], [-0.16, 0.19, -0.10], [-0.02, 0.02, 0.20], [0.25, 0.15, -0.14], [2.10, 2.04, -1.95], [-1.09, -1.07, -0.46], [-1.28, -0.88, -0.09], [0.49, -0.01, 0.16], [-0.82, 0.15, 2.26], [-0.22, -0.30, -0.09], [0.17, -0.01, 0.06], [0.12, -0.03, 0.28], [0.22, -0.02, -0.07], [0.19, -0.22, -0.11], [0.55, 0.21, -0.55], [0.00, -0.93, -0.10], [-0.81, 0.12, 0.92], [0.25, 2.13, -2.47], [0.43, -2.28, 1.67], [-0.49, 1.12, 0.07], [0.32, -0.14, 0.10], [0.05, 0.05, 0.17], [-0.29, -0.27, 0.51], [0.03, -0.03, 0.02], [0.00, -0.05, -0.33], [1.52, 0.09, -0.65], [-1.46, -0.37, -0.78], [-0.27, -0.57, 0.36], [-1.68, -0.67, -0.61], [1.35, 0.18, -0.05], [0.80, 0.49, 0.95], [0.04, -0.01, 0.51], [-0.14, 0.35, 0.27], [0.22, 0.03, 0.11], [0.24, -0.05, -0.16], [-0.83, 0.65, 0.13], [-0.42, -0.34, -0.31], [0.81, 0.31, -0.53], [0.18, 0.56, 1.66], [-0.41, -0.04, -1.45], [-0.50, -1.63, 0.83], [0.68, 1.30, 0.11], [-0.24, 0.63, -0.02], [0.24, 0.43, 0.23], [-0.13, -0.30, -0.19], [0.09, -0.25, -0.02], [-0.38, -0.63, -0.30]], "lowdin_spin": [0.000, 0.000, 0.000, 0.000, 0.000, 0.000, 0.000, 0.000, 0.000, 0.000, 0.000, 0.000, 0.000, 0.001, 0.000, 0.000, 0.000, 0.000, 0.000, 0.000, 0.000, 0.000, 0.000, 0.000, 0.000, 0.000, 0.000, 0.000, 0.000, 0.000, 0.000, 0.000, 0.000, 0.000, 0.000, 0.000, 0.000, 0.000, 0.000, 0.000, 0.000, 0.000, 0.000, 0.000, 0.000, 0.000, 0.000, 0.000, 0.000, 0.000, 0.000, 0.002, 0.001, 0.002, 0.001, 0.002, 0.003, 0.000, 0.000, 0.000, 0.000, 0.001, 0.003, 0.016, 0.011, 0.008, 0.014, 0.026, 0.001, 0.001, 0.001, 0.004, 0.002, 0.001, 0.003, 0.001, 0.000, 0.001, 0.000, 0.003, 0.000, 0.000, 0.000, 0.000, 0.001, 0.001, 0.000, 0.000, 0.001, 0.001, 0.000, 0.000, 0.000, 0.001, 0.001, 0.218, 0.234, 0.043, 0.158, 0.160, 0.028, 0.023, -0.004, 0.014, 0.015, -0.004]}



{"formula": "C46H50N6OReSbTe", "method": "ωB97M-V with the def2-TZVPD basis set", "energy_ha": -2772.5549, "charge": 2, "lumo_energy_ev": [-6.97, -7.21], "s_squared": 2.0186, "multiplicity": 3, "species": ["Re", "C", "C", "C", "C", "C", "N", "C", "C", "C", "C", "C", "C", "C", "N", "C", "C", "C", "N", "C", "C", "N", "C", "C", "C", "N", "H", "H", "H", "H", "H", "H", "H", "H", "H", "H", "H", "H", "H", "H", "H", "H", "H", "H", "C", "C", "C", "C", "C", "C", "Te", "N", "C", "O", "C", "C", "C", "C", "C", "C", "C", "C", "C", "C", "C", "C", "C", "C", "C", "C", "H", "H", "H", "H", "H", "H", "H", "H", "H", "H", "H", "H", "H", "H", "H", "H", "H", "H", "H", "H", "H", "H", "H", "C", "Sb", "C", "C", "H", "H", "H", "H", "H", "H", "H", "H", "H"], "xyz": [[0.069, 0.451, 0.941], [4.666, 0.989, 6.000], [3.440, 1.091, 5.152], [2.205, 0.742, 5.644], [1.047, 0.777, 4.808], [1.139, 1.214, 3.493], [-0.068, 1.223, 2.665], [-1.301, 1.643, 3.169], [-1.324, 2.723, 4.030], [-2.494, 3.102, 4.720], [-3.725, 2.501, 4.441], [-4.936, 2.736, 5.268], [-3.758, 1.562, 3.421], [-2.609, 1.079, 2.789], [-2.740, 0.016, 1.945], [-3.866, -0.716, 1.661], [-3.527, -1.695, 0.740], [-2.146, -1.616, 0.507], [-1.634, -0.649, 1.295], [2.446, 1.566, 2.990], [3.537, 1.582, 3.854], [2.633, 1.898, 1.662], [3.793, 2.346, 1.061], [3.522, 2.574, -0.264], [2.215, 2.231, -0.510], [1.669, 1.717, 0.627], [4.628, 0.032, 6.506], [4.775, 1.787, 6.770], [5.548, 1.013, 5.358], [2.108, 0.482, 6.707], [0.082, 0.458, 5.186], [-0.402, 3.252, 4.124], [-2.466, 3.892, 5.486], [-4.698, 2.527, 6.304], [-5.775, 2.166, 4.943], [-5.220, 3.783, 5.268], [-4.750, 1.244, 3.042], [-4.856, -0.525, 2.054], [-4.196, -2.397, 0.303], [-1.523, -2.250, -0.119], [4.540, 1.825, 3.543], [4.710, 2.540, 1.621], [4.171, 3.013, -1.006], [1.608, 2.304, -1.413], [-3.331, -4.568, -5.905], [-2.394, -3.496, -5.415], [-2.386, -2.162, -5.881], [-1.521, -1.205, -5.399], [-1.730, 0.277, -5.728], [-0.549, -1.549, -4.412], [0.876, -0.045, -3.866], [-0.913, 1.511, -0.090], [-1.860, 1.893, -1.021], [-2.099, 1.273, -2.058], [-2.681, 3.113, -0.673], [-3.890, 3.256, -1.336], [-4.818, 4.168, -0.851], [-4.478, 5.048, 0.148], [-3.197, 5.025, 0.647], [-2.274, 4.072, 0.256], [2.900, -0.871, -3.618], [3.400, -0.981, -2.319], [4.688, -1.426, -2.109], [5.525, -1.728, -3.221], [5.057, -1.554, -4.499], [3.714, -1.187, -4.709], [3.127, -0.919, -6.064], [-0.530, -2.862, -3.897], [0.438, -3.227, -2.809], [-1.420, -3.806, -4.451], [-3.027, -4.843, -6.947], [-4.360, -4.212, -5.937], [-3.350, -5.458, -5.275], [-3.119, -1.853, -6.635], [-2.245, 0.403, -6.683], [-0.815, 0.845, -5.848], [-2.317, 0.794, -4.975], [-4.106, 2.639, -2.215], [-5.834, 4.145, -1.253], [-5.208, 5.696, 0.641], [-2.875, 5.733, 1.389], [-1.306, 4.040, 0.725], [2.783, -0.778, -1.453], [5.060, -1.466, -1.086], [6.525, -2.126, -3.093], [5.728, -1.685, -5.337], [3.797, -1.234, -6.870], [2.912, 0.131, -6.209], [2.189, -1.452, -6.195], [0.345, -2.529, -1.980], [1.503, -3.098, -3.194], [0.211, -4.238, -2.470], [-1.417, -4.796, -4.020], [1.066, -3.941, 0.641], [1.485, -2.068, 1.698], [3.674, -2.261, 2.093], [0.522, -2.703, 3.517], [1.243, -4.748, 1.374], [1.745, -4.078, -0.226], [0.014, -3.967, 0.319], [3.848, -2.944, 2.936], [3.992, -1.258, 2.355], [4.123, -2.632, 1.160], [0.840, -2.069, 4.370], [0.746, -3.749, 3.747], [-0.567, -2.522, 3.426]], "forces_ev_per_angstrom": [[-0.27, 0.65, -0.27], [0.28, 0.34, 0.25], [0.03, 0.90, 0.06], [-1.99, -0.17, -0.26], [1.32, 0.08, 0.87], [0.44, 0.11, -0.56], [0.78, -0.71, -0.04], [-2.33, -0.26, -0.29], [-1.43, 0.20, 0.62], [0.57, 0.26, -0.10], [0.88, -0.37, -0.09], [0.41, 1.08, 0.25], [-0.35, -0.24, -1.02], [2.08, 1.99, 2.21], [0.34, -3.91, -2.42], [1.06, -0.01, -0.96], [0.36, 0.23, 0.25], [-0.98, 0.52, 1.54], [-1.80, 0.71, 0.08], [-1.50, -0.39, 1.26], [-0.22, -0.94, -0.04], [0.85, 0.22, -3.75], [-0.89, 0.13, 0.72], [0.83, 0.69, -0.61], [-1.11, -0.96, 1.36], [1.89, 0.81, 0.79], [0.24, -0.14, 0.26], [-0.27, -0.48, -0.59], [0.08, -0.02, 0.21], [-0.06, -0.15, -0.60], [0.07, 0.14, 0.08], [0.44, 0.34, 0.56], [0.17, -0.38, -0.50], [-0.09, -0.31, 0.23], [-0.57, -0.51, -0.15], [-0.09, 0.25, -0.14], [0.80, 0.02, 0.55], [0.38, 0.15, 0.10], [-0.33, -0.30, -0.19], [-0.05, 0.36, 0.11], [-0.07, 0.17, -0.39], [-0.58, -0.05, -0.26], [0.17, -0.11, 0.19], [0.27, -0.24, 0.31], [0.13, 0.22, -0.93], [1.23, 0.50, 0.64], [-0.85, -0.79, -0.28], [0.78, 1.28, 1.14], [-0.13, -0.54, -0.87], [-0.20, -0.83, -0.58], [0.37, 0.02, 0.87], [0.51, -0.17, -0.28], [-1.21, 0.24, -1.31], [0.93, 0.17, 1.33], [1.11, -0.24, -0.12], [-0.47, -0.22, -0.18], [-0.75, -0.32, -0.83], [-0.47, 0.18, 0.80], [0.96, 0.23, 0.41], [-0.72, -0.56, 0.03], [-0.69, -0.43, 0.24], [-0.02, -0.26, -0.16], [0.98, -0.08, -0.64], [-0.42, 0.04, 1.23], [-0.90, 0.09, -0.17], [-0.35, 1.07, -0.11], [0.66, -0.71, -0.66], [-0.15, 0.72, -0.87], [0.85, -0.01, -0.94], [-0.38, 0.55, 0.44], [-0.39, 0.01, 0.82], [0.00, 0.15, -0.16], [0.34, 0.09, -0.07], [0.19, -0.13, 0.30], [-0.17, -0.17, 0.06], [0.35, -0.11, 0.08], [-0.11, -0.15, 0.27], [-0.02, 0.01, 0.63], [0.40, 0.20, 0.02], [0.16, -0.07, -0.54], [-0.12, 0.29, 0.21], [0.23, -0.10, 0.03], [-0.20, 0.18, -0.02], [0.09, -0.23, -0.25], [-0.01, 0.25, 0.24], [-0.14, -0.18, -0.10], [-0.04, 0.01, 0.12], [0.01, 0.31, 0.06], [-0.12, -0.12, -0.03], [-0.05, 0.18, 0.25], [-1.23, -0.56, 0.63], [0.43, -0.06, 0.06], [0.07, -0.25, -0.04], [0.41, 0.22, -0.04], [0.43, -1.07, -0.02], [-1.24, -0.05, -0.22], [-0.18, 0.96, 0.60], [-0.07, 0.43, -0.30], [-0.51, 0.20, 0.52], [0.43, 0.02, 0.08], [-0.20, 0.16, -0.37], [0.29, 0.04, -0.09], [-0.07, 0.23, 0.41], [0.04, -0.38, -0.52], [-0.08, 0.21, -0.22], [0.50, -0.35, -0.16]], "lowdin_spin": [1.220, 0.004, 0.020, -0.003, 0.021, 0.011, 0.100, 0.005, 0.016, -0.005, 0.018, 0.003, -0.003, 0.018, 0.009, 0.012, 0.002, 0.013, 0.010, 0.022, -0.005, 0.016, 0.016, 0.008, 0.016, 0.034, 0.001, 0.002, 0.000, -0.001, 0.000, 0.000, -0.001, 0.001, 0.000, 0.001, 0.000, 0.001, 0.000, 0.001, -0.001, 0.001, 0.000, 0.002, 0.000, 0.000, 0.000, 0.000, 0.000, 0.000, 0.003, 0.249, 0.038, 0.113, 0.001, 0.000, 0.000, 0.001, 0.000, 0.004, 0.000, 0.000, 0.000, 0.000, 0.000, 0.000, 0.000, 0.000, 0.000, 0.000, 0.000, 0.000, 0.000, 0.000, 0.000, 0.000, 0.000, 0.000, 0.000, 0.000, 0.000, 0.001, 0.001, 0.000, 0.000, 0.000, 0.000, 0.000, 0.000, 0.000, 0.000, 0.000, 0.000, -0.005, 0.004, 0.006, -0.003, -0.001, 0.000, 0.000, 0.000, 0.000, 0.000, 0.000, 0.000, 0.000]}



Short version: max |F| = 3.87, 4.61 eV Å⁻¹, in the order given.